A molecular structure, C3H2CaLiO3 at a distorted geometry. Source: the Open Molecules 2025 dataset; level of theory: ωB97M-V with the def2-TZVPD basis set.

Largest force on an atom: 1.7 eV/Å
⟨S²⟩: 0.75
Frontier orbital gap (spin up / spin down): 4.2 / 11.5 eV
Multiplicity: 2
Total charge: +2
DFT total energy: -27913.4920 eV
ΔE to the lowest compared entry with this formula, charge and spin: 0.000 eV

Geometry as XYZ:
```
10
Properties=species:S:1:pos:R:3:lowdin_charge:R:1
C -0.2316 0.1310 1.8848 0.049
C 1.0099 -0.1657 2.4957 0.052
O 2.0037 -0.4037 2.9565 0.439
H -0.9402 -0.6827 2.1098 0.167
H -0.6194 1.0712 2.3093 0.165
O 1.0632 0.1165 -0.2235 -0.034
C -0.0693 0.2885 0.2114 -0.608
O -1.1108 0.5705 -0.3752 -0.301
Ca -3.2211 1.0642 -0.6528 1.195
Li 1.8112 0.1841 -1.9326 0.877
```

A molecular structure, C3H2CdO2 at a distorted geometry. Source: the Open Molecules 2025 dataset; level of theory: ωB97M-V with the def2-TZVPD basis set.

Largest force on an atom: 2.9 eV/Å
Frontier orbital gap: 5.5 eV
Multiplicity: 1
Total charge: 0
DFT total energy: -11795.7202 eV
ΔE to the lowest compared entry with this formula, charge and spin: 4.630 eV

Geometry as XYZ:
```
8
Properties=species:S:1:pos:R:3:lowdin_charge:R:1
H 1.7949 -0.7208 1.4878 -0.139
O -1.2366 -1.0234 0.1360 -0.097
O -0.9614 1.0397 -0.1491 -0.159
C -2.0639 -0.3485 1.0589 -0.182
C -2.1026 0.9729 0.7270 -0.077
C -0.4148 -0.1363 -0.3484 -0.463
H -2.8123 -0.9845 1.5238 0.094
Cd 1.8044 -0.3838 -0.2448 1.023
```

C3H2Cl2 in the gas phase at a distorted geometry. Source: the Open Molecules 2025 dataset; level of theory: ωB97M-V with the def2-TZVPD basis set.

Largest force on an atom: 4.6 eV/Å
Frontier orbital gap: 10.6 eV
Multiplicity: 1
Total charge: 0
DFT total energy: -28185.3402 eV
SMILES: ClC1=C[C@H]1Cl
ΔE to the lowest compared entry with this formula, charge and spin: 0.713 eV

Geometry as XYZ:
```
7
Properties=species:S:1:pos:R:3:lowdin_charge:R:1
C -0.4377 0.7571 -0.5584 0.007
C 0.7477 0.2964 -0.2198 -0.746
C -0.3719 -0.3247 0.5171 -0.555
Cl 2.4015 0.4145 0.1134 0.709
Cl -0.5904 -2.1055 -0.0492 0.435
H -1.0103 1.3156 -1.2850 0.102
H -0.7389 -0.3534 1.4818 0.047
```

A molecular structure, C3H2Cl2LuO4Y at a distorted geometry. Source: the Open Molecules 2025 dataset; level of theory: ωB97M-V with the def2-TZVPD basis set.

Largest force on an atom: 11.7 eV/Å
Frontier orbital gap: 7.2 eV
Multiplicity: 1
Total charge: +4
DFT total energy: -70993.5838 eV

Geometry as XYZ:
```
13
Properties=species:S:1:pos:R:3:lowdin_charge:R:1
Lu -1.9679 -1.0052 -2.9543 1.549
Y 0.8190 0.6453 0.9742 1.366
Cl -2.1121 -2.7208 -1.3089 0.117
Cl -0.7377 2.4373 0.4777 0.166
C 1.9635 2.1131 2.2155 0.013
C -0.0436 -1.9816 -3.5821 -0.061
C -0.0998 0.1526 -2.2384 0.017
O 2.4398 2.7738 3.0775 0.275
O 1.0374 -2.4428 -3.4897 0.255
O 0.9220 0.7143 -1.8882 0.102
O -0.4831 -0.0993 2.6478 -0.098
H -1.3538 0.3141 2.8575 0.144
H -0.3837 -0.9006 3.2115 0.156
```

2 unconnected molecules or ions with the total composition C3H2ClF2N at a distorted geometry. Source: the Open Molecules 2025 dataset; level of theory: ωB97M-V with the def2-TZVPD basis set.

Largest force on an atom: 2.0 eV/Å
Frontier orbital gap: 10.7 eV
Multiplicity: 1
Total charge: 0
DFT total energy: -22589.0722 eV
SMILES: N#C/C(F)=C\F.Cl
ΔE to the lowest compared entry with this formula, charge and spin: 0.215 eV

Geometry as XYZ:
```
9
Properties=species:S:1:pos:R:3:lowdin_charge:R:1
C -0.8505 -1.2705 -0.4224 -0.136
C -1.4697 1.0192 0.2848 -0.033
C -1.2680 -0.2873 0.5313 -0.225
N -0.4530 -2.0684 -1.1474 0.188
F -1.5171 1.5260 -0.9659 0.052
F -1.2863 -0.6809 1.8622 0.037
Cl 3.6614 -0.3437 -0.6945 0.212
H 4.7552 0.3749 -0.4983 -0.216
H -1.5719 1.7307 1.0502 0.121
```

C3H2ClFO in the gas phase at a distorted geometry. Source: the Open Molecules 2025 dataset; level of theory: ωB97M-V with the def2-TZVPD basis set.

Largest force on an atom: 2.1 eV/Å
Frontier orbital gap: 9.9 eV
Multiplicity: 1
Total charge: 0
DFT total energy: -20429.4533 eV
SMILES: O=C/C(F)=C\Cl
ΔE to the lowest compared entry with this formula, charge and spin: 0.229 eV

Geometry as XYZ:
```
8
Properties=species:S:1:pos:R:3:lowdin_charge:R:1
C -0.9959 0.7436 -0.0156 -0.463
C 0.2875 0.3924 -0.0162 -0.328
C 0.8850 -0.9450 -0.0022 -0.239
H -1.3157 1.7610 0.0274 0.078
H 0.1567 -1.7998 0.0387 0.120
O 2.0528 -1.1398 -0.0156 0.107
F 1.2001 1.3912 -0.0061 0.065
Cl -2.2705 -0.4035 -0.0105 0.660
```